No. 1
Here is a single C2H5O3PS molecule in a non-equilibrium geometry from OMol25. Energies are from ωB97M-V/def2-TZVPD.

Each line ends with the natural charge from an NBO analysis.
Atoms and positions in Å:
C: -0.9094 0.4779 -1.1262  -0.839
C: 0.2661 -0.4805 1.3749  -1.070
O: 0.7352 2.0539 0.7687  -1.092
O: 1.5730 -0.0619 -0.6529  -0.947
O: 0.1344 -2.1026 -0.7877  -0.883
P: 1.5425 0.8707 1.1521  1.382
S: 0.2893 -0.7378 -0.3728  2.125
H: -0.9553 0.2630 -2.2506  0.258
H: -1.9635 0.2186 -0.5659  0.237
H: -0.6328 1.4993 -0.9803  0.285
H: -0.7409 -0.3870 1.7424  0.269
H: 0.6613 -1.6134 1.6981  0.276

Its frontier orbital gap is 9.707 eV. The value obtained for the highest occupied orbital energy is -9.18 eV. The calculation puts the LUMO energy at 0.5236 eV. As for the charge: 0. As for the SMILES: CS12(=O)C[P@@]1(=O)O2.


No. 2
Here is an isolated ion of composition C2H5O3S and charge -1 in a non-equilibrium geometry from OMol25. Energies are from ωB97M-V/def2-TZVPD.

Each line ends with the natural charge from an NBO analysis.
Atoms and positions in Å:
C: 1.2909 0.8044 0.0182  -0.639
C: -0.1350 0.3271 -0.2837  -0.084
O: -2.0732 -0.2705 1.6061  -1.043
O: -1.2826 -1.9988 0.0656  -1.020
O: -0.3124 -0.4521 -1.3767  -0.811
S: -0.8578 -0.8848 1.0678  1.379
H: 1.9490 -0.1536 0.1043  0.197
H: 1.6967 1.3978 -0.7034  0.194
H: 1.4956 1.4395 0.9524  0.196
H: -0.9214 1.1811 -0.3944  0.140
H: -0.8499 -1.3902 -1.0560  0.492

Its frontier orbital gap is 7.541 eV. The value obtained for the highest occupied orbital energy is -3.44 eV. The calculation puts the LUMO energy at 4.0998 eV. As for the charge: -1.


No. 3
Here is C2H5O3Sm as an isolated structure in a non-equilibrium geometry from OMol25. Energies are from ωB97M-V/def2-TZVPD.

Each line ends with the Löwdin spin population.
Atoms and positions in Å:
H: -3.8613 0.6985 0.2797  0.002
O: -2.4655 -0.7432 0.1845  0.004
O: -1.5392 0.2583 -0.0423  -0.013
C: -3.6503 -0.3759 0.3062  0.005
H: -4.3716 -1.1945 0.3701  0.000
Sm: -1.6798 1.9970 1.4191  6.037
O: -3.0570 2.5548 3.1656  -0.031
C: -4.2801 2.3489 3.7615  -0.001
H: -4.8453 3.2936 3.8741  -0.001
H: -4.9361 1.6250 3.1517  0.000
H: -4.1935 1.8924 4.7663  0.000

Its frontier orbital gap (alpha / beta) is 5.634 / 6.203 eV. The value obtained for the highest occupied orbital energy (alpha / beta) is -11.78 / -12.32 eV. The calculation puts the LUMO energy (alpha / beta) at -6.1440 / -6.1209 eV. As for the spin multiplicity: 7. As for the charge: +1.


No. 4
Here is C2H5O4P2 as an isolated structure in a non-equilibrium geometry from OMol25. Energies are from ωB97M-V/def2-TZVPD.

Each line ends with the natural charge from an NBO analysis.
Atoms and positions in Å:
C: 0.3156 -0.7000 1.2514  -0.379
C: -0.4009 -1.1217 -2.0846  -1.193
O: 1.6949 1.9305 0.1792  -1.136
O: -0.4757 2.9439 1.2308  -1.124
O: 0.0781 0.5912 1.7754  -0.812
O: -0.4768 0.9021 -0.5726  -1.110
P: -0.6251 -0.6153 -0.4271  1.529
P: 0.3587 1.8173 0.7792  2.510
H: 1.3853 -0.8544 1.0890  0.205
H: -0.0604 -1.5943 1.7372  0.189
H: -0.1406 -2.1832 -2.1881  0.179
H: 0.4047 -0.5338 -2.5693  0.224
H: -2.0577 -0.5824 -0.2005  -0.083

Its frontier orbital gap is 7.682 eV. The value obtained for the highest occupied orbital energy is -4.01 eV. The calculation puts the LUMO energy at 3.6743 eV. As for the charge: -1.


> Which value of charge does entry 4 give?

-1


> Look up the charge of the fourth one.

-1


> The highest charge belongs to which entry?

C2H5O3Sm